Entry 1:
ORCA calculation (ωB97M-V/def2-TZVPD) on a molecular structure, C40H72BClF9MgN7O11PS.

The geometry in XYZ format:
```
144
Properties=species:S:1:pos:R:3:mulliken_charge:R:1
C -3.28 -2.92 -5.77 -0.111
C -2.14 -3.98 -6.11 0.594
O -2.40 -5.21 -6.01 -0.568
O -0.81 -3.61 -6.54 -0.364
C 0.17 -4.23 -5.65 -0.455
C 1.59 -3.46 -5.63 -0.672
C 1.46 -1.86 -5.81 -0.415
C 2.35 -1.02 -4.76 -1.152
C 1.79 -1.18 -3.23 0.215
C 0.21 -1.16 -3.11 -1.657
C -0.42 -0.77 -1.65 3.580
C -1.99 -0.85 -2.00 0.276
C -2.93 -1.61 -0.97 0.143
C -3.95 -0.66 -0.14 0.494
F -4.70 0.24 -1.01 -0.446
C 0.15 -1.71 -0.44 -2.728
N 0.64 -0.95 0.80 1.159
C -0.58 -0.67 1.64 0.758
C -1.35 -1.95 2.21 -0.428
N -2.16 -1.75 3.24 -0.768
C 1.67 -1.82 1.51 0.831
F 1.37 -3.22 1.46 -0.323
F 3.04 -1.74 0.90 -0.320
C 1.90 -1.50 3.09 0.594
C 2.71 -0.26 3.73 -0.177
C 2.91 -0.04 5.28 -0.830
C 2.33 -1.07 6.27 -0.804
C 1.56 -2.31 5.67 -0.062
C 1.03 -3.36 6.77 0.725
F 0.45 -4.51 6.19 -0.232
F 0.24 -2.74 7.76 -0.208
F 2.23 -3.81 7.45 -0.255
C 1.33 -2.52 4.14 -0.689
C 1.17 0.31 0.10 -0.864
B 1.42 1.68 0.95 0.546
O 0.51 2.32 1.85 -0.931
N 2.78 2.40 0.78 -0.604
C 2.68 3.37 -0.37 -0.813
C 3.05 3.23 2.03 -0.928
C 0.22 0.67 -1.20 -1.713
P -0.87 2.22 -1.09 0.348
N -1.38 2.47 -2.79 -0.659
O -2.25 1.99 -0.13 -0.460
H -3.89 -3.33 -4.89 -0.187
H -4.00 -2.76 -6.66 0.372
H -2.80 -1.94 -5.44 0.141
H -0.29 -4.35 -4.61 0.273
H 0.35 -5.30 -6.05 0.296
H 2.19 -3.87 -6.52 0.416
H 2.14 -3.78 -4.68 0.274
H 0.37 -1.50 -5.80 0.171
H 1.88 -1.62 -6.86 0.440
H 3.39 -1.54 -4.74 0.377
H 2.53 0.06 -5.06 0.338
H 2.37 -0.44 -2.60 -0.133
H 2.15 -2.23 -2.91 0.209
H -0.17 -2.24 -3.31 0.271
H -0.21 -0.44 -3.91 0.508
H -2.12 -1.38 -3.03 -0.690
H -2.48 0.19 -2.19 0.220
H -2.45 -2.29 -0.20 0.008
H -3.64 -2.29 -1.58 -0.201
H -4.74 -1.38 0.30 -0.308
H -3.45 -0.11 0.73 0.073
H 1.18 -2.15 -0.81 0.812
H -0.42 -2.69 -0.27 0.795
H -1.33 -0.12 0.96 -0.294
H -0.38 -0.01 2.57 0.496
H -1.26 -3.02 1.80 0.277
H -2.61 -2.65 3.49 0.390
H 3.21 0.55 3.06 0.921
H 3.50 0.85 5.69 0.446
H 2.50 -0.93 7.38 0.356
H 0.75 -3.46 3.84 0.427
H 2.19 0.20 -0.46 0.814
H 0.63 1.98 2.78 0.238
H 1.96 4.22 -0.10 0.365
H 2.27 2.82 -1.30 0.146
H 3.76 3.75 -0.55 0.342
H 2.79 2.68 3.00 0.277
H 2.59 4.28 1.98 0.310
H 4.20 3.37 2.04 0.300
H 1.01 1.07 -1.95 0.773
H -1.29 3.48 -3.02 0.384
H -0.65 2.03 -3.39 0.228
H -2.69 2.87 -0.07 0.332
F 2.73 -2.44 -0.87 -0.849
Mg 2.91 0.04 1.59 1.092
C 6.30 6.36 2.62 -0.042
O 5.19 6.79 2.91 -0.481
N 7.08 5.60 3.43 0.236
C 8.39 5.13 3.02 -0.916
C 6.59 5.25 4.75 -0.935
H 6.76 6.57 1.64 0.324
H 8.39 4.03 3.05 0.353
H 9.14 5.51 3.71 0.275
H 8.62 5.46 2.01 0.345
H 5.66 4.70 4.65 0.170
H 6.40 6.17 5.32 0.300
H 7.33 4.65 5.28 0.402
O -5.01 -3.47 -3.15 -0.608
C -6.06 -4.06 -3.21 0.386
O -7.20 -3.66 -2.59 -0.283
C -8.22 -4.64 -2.79 -0.431
C -7.81 -5.39 -4.03 -0.624
C -6.30 -5.35 -3.95 -0.321
H -8.27 -5.28 -1.90 0.246
H -9.19 -4.14 -2.92 0.367
H -8.22 -6.41 -4.07 0.333
H -8.15 -4.86 -4.92 0.264
H -5.90 -6.17 -3.36 0.296
H -5.85 -5.32 -4.94 0.251
F -3.64 -3.63 0.17 -0.907
C -6.72 -3.89 1.95 -0.547
N -5.87 -4.87 2.69 0.978
O -4.76 -4.50 3.01 -0.475
O -6.37 -5.96 2.92 -0.623
H -6.15 -2.97 1.81 -0.019
H -6.96 -4.34 0.98 0.245
H -7.61 -3.71 2.54 0.414
Cl 3.46 6.99 4.10 -0.915
C -10.23 -1.61 0.65 -0.727
S -9.50 -1.14 2.24 0.559
O -9.25 -2.40 3.01 -0.633
C -11.00 -0.39 2.92 -1.003
H -9.48 -2.14 0.07 0.098
H -11.09 -2.27 0.82 0.321
H -10.54 -0.71 0.12 0.365
H -11.81 -1.12 2.94 0.303
H -11.28 0.47 2.31 0.369
H -10.78 -0.05 3.93 0.329
C 9.99 8.08 1.33 0.074
O 9.22 7.20 1.64 -0.563
N 10.28 8.47 0.05 0.127
C 11.21 9.54 -0.24 -0.925
C 9.62 7.79 -1.05 -0.923
H 10.54 8.66 2.09 0.257
H 10.69 10.32 -0.79 0.335
H 12.03 9.14 -0.85 0.333
H 11.62 9.96 0.68 0.291
H 8.54 7.90 -0.95 0.287
H 9.87 6.72 -1.01 0.273
H 9.95 8.20 -2.00 0.374
F -0.08 2.17 4.54 -0.854
```

Calculated values
- Orbital gap: 0.54 eV
- Charge: -1
- HOMO level: -0.069 Ha
- Strongest force on any atom: 6.70 eV Å⁻¹

***

Entry 2:
ORCA calculation (ωB97M-V/def2-TZVPD) on a molecular structure, C40H73CsN5O6PS3SbSi.

The geometry in XYZ format:
```
131
Properties=species:S:1:pos:R:3:mulliken_charge:R:1
Cs 6.59 -12.68 -17.55 -0.136
C 4.25 -13.30 -20.62 -0.625
C 5.29 -13.90 -21.62 0.427
C 5.23 -12.95 -22.80 -1.477
C 6.71 -14.03 -21.03 0.494
C 7.63 -14.68 -21.95 -0.384
O 7.47 -16.08 -21.53 -0.510
C 7.02 -16.02 -20.27 -0.497
N 6.57 -14.91 -19.86 0.150
C 6.86 -17.27 -19.54 0.940
C 6.03 -18.23 -20.23 -0.712
C 5.73 -19.44 -19.62 -1.079
C 6.37 -19.72 -18.40 -0.329
C 7.26 -18.91 -17.77 -1.337
C 7.47 -17.63 -18.34 0.658
P 8.48 -16.19 -17.57 1.407
C 9.78 -16.21 -18.79 0.372
C 10.46 -14.97 -19.04 -0.712
C 11.66 -15.01 -19.79 -0.597
C 11.98 -16.08 -20.47 -0.391
C 11.27 -17.24 -20.33 -0.630
C 10.15 -17.25 -19.51 0.542
C 9.22 -17.19 -16.16 0.574
C 8.49 -17.25 -15.04 0.087
C 8.79 -18.08 -13.95 -0.410
C 9.87 -18.97 -14.06 -0.798
C 10.62 -18.98 -15.25 -0.696
C 10.32 -18.07 -16.24 -0.354
H 3.39 -12.95 -21.15 0.508
H 4.88 -12.44 -20.14 -0.224
H 3.88 -13.98 -19.80 0.079
H 4.99 -15.00 -21.85 -0.021
H 5.29 -11.91 -22.41 0.203
H 4.31 -13.05 -23.28 0.537
H 6.10 -12.98 -23.44 0.332
H 7.09 -13.04 -20.63 0.181
H 8.77 -14.52 -21.92 0.099
H 7.30 -14.65 -23.02 0.313
H 5.53 -18.06 -21.19 0.346
H 5.27 -20.26 -20.13 0.365
H 6.16 -20.74 -17.99 0.282
H 7.69 -19.31 -16.88 0.351
H 10.02 -14.09 -18.52 0.165
H 12.32 -14.05 -19.96 0.221
H 12.93 -16.12 -20.98 0.366
H 11.82 -18.19 -20.74 0.178
H 9.58 -18.22 -19.44 0.144
H 7.72 -16.49 -14.96 -0.072
H 8.15 -18.01 -13.10 0.602
H 10.14 -19.66 -13.25 0.318
H 11.51 -19.64 -15.34 0.293
H 10.86 -18.13 -17.21 0.181
S 7.09 -10.42 -21.47 -0.637
Sb 6.22 -9.31 -19.64 0.556
S 7.73 -9.48 -17.87 -0.583
S 4.05 -9.91 -18.86 -0.639
C 4.71 -10.91 -14.98 -0.735
N 3.90 -12.15 -14.57 0.573
C 3.26 -12.02 -13.31 -1.342
C 3.02 -12.69 -15.59 -1.036
C 2.98 -14.27 -15.63 -1.013
N 4.28 -14.95 -15.91 0.726
C 5.21 -14.68 -14.79 -0.228
C 3.96 -16.36 -16.04 -0.843
H 4.20 -10.07 -14.64 0.379
H 4.82 -10.85 -15.99 0.106
H 5.67 -11.02 -14.48 0.197
H 2.71 -11.11 -13.27 0.430
H 3.96 -12.06 -12.65 0.173
H 2.53 -12.77 -13.08 0.369
H 3.41 -12.32 -16.48 0.457
H 2.07 -12.21 -15.50 0.457
H 2.29 -14.44 -16.35 0.684
H 2.52 -14.56 -14.68 0.339
H 4.84 -15.14 -13.83 0.327
H 5.39 -13.65 -14.70 0.373
H 6.13 -15.22 -14.94 -0.728
H 4.88 -16.96 -15.93 0.082
H 3.47 -16.61 -16.98 0.264
H 3.35 -16.66 -15.08 0.290
O 10.22 -11.39 -18.16 -0.347
H 9.46 -10.85 -18.22 0.044
H 10.92 -10.71 -18.27 0.215
O 8.63 -12.72 -14.93 1.206
H 8.88 -12.44 -13.97 -0.397
H 9.50 -12.54 -15.31 -0.087
N 11.76 -10.93 -13.40 -0.268
C 11.49 -10.26 -14.63 0.363
N 10.26 -9.67 -14.64 -0.271
O 12.31 -10.12 -15.51 -0.651
H 10.94 -11.05 -12.77 -0.115
H 12.52 -11.58 -13.22 0.264
H 9.49 -10.02 -14.09 0.100
H 9.92 -9.14 -15.49 0.204
O 11.19 -15.46 -14.65 -0.609
H 11.07 -14.70 -15.20 0.380
H 10.27 -15.71 -14.33 0.149
O 11.79 -12.98 -16.39 -0.589
H 12.13 -12.26 -15.89 0.202
H 11.16 -12.52 -17.00 0.297
C 10.21 -12.21 -10.07 -2.007
Si 8.66 -12.11 -11.06 -0.145
C 8.04 -13.98 -10.84 3.157
C 9.13 -14.93 -11.40 -1.674
C 6.81 -14.18 -11.72 -2.433
C 7.64 -14.41 -9.44 -1.772
C 7.75 -10.77 -9.93 2.218
C 6.20 -11.07 -10.00 -1.433
C 8.20 -10.62 -8.44 -1.943
C 7.96 -9.45 -10.58 -1.879
H 10.04 -12.36 -9.05 0.617
H 10.85 -11.37 -10.27 0.415
H 10.91 -13.01 -10.38 0.398
H 9.68 -14.63 -12.37 0.035
H 8.65 -15.92 -11.69 0.304
H 9.95 -15.11 -10.70 0.440
H 7.01 -13.89 -12.75 0.080
H 5.90 -13.62 -11.49 0.112
H 6.62 -15.25 -11.76 0.625
H 8.39 -14.27 -8.66 0.375
H 7.44 -15.55 -9.37 0.307
H 6.79 -13.92 -8.96 0.315
H 5.94 -12.08 -9.73 0.251
H 5.93 -11.07 -11.11 0.066
H 5.53 -10.31 -9.53 0.415
H 8.01 -11.57 -7.92 0.357
H 7.61 -9.87 -7.92 0.504
H 9.26 -10.43 -8.35 0.382
H 7.52 -9.41 -11.56 0.306
H 9.06 -9.34 -10.72 0.339
H 7.54 -8.64 -9.97 0.453
```

Calculated values
- Orbital gap (alpha / beta): 4.79 / 4.79 eV
- Charge: -2
- Relative energy (zero: lowest compared OMol25 entry of this formula, charge and spin): 447.0 kJ/mol
- HOMO level (alpha / beta): -0.056 / -0.056 Ha
- 2S+1: 2
- Strongest force on any atom: 7.12 eV Å⁻¹

***

Entry 3:
ORCA calculation (ωB97M-V/def2-TZVPD) on 2 unconnected molecules or ions with the total composition C40H73N2O2P.

The geometry in XYZ format:
```
118
Properties=species:S:1:pos:R:3:mulliken_charge:R:1
C 9.10 -5.34 0.70 -1.293
C 9.23 -3.86 0.34 -0.402
C 8.20 -3.40 -0.70 -0.391
C 8.65 -2.17 -1.48 -0.555
C 7.67 -1.73 -2.57 -1.141
C 6.38 -1.13 -2.03 0.489
C 5.17 -1.19 -2.98 -1.259
C 4.33 0.08 -2.90 -1.004
C 3.75 0.30 -1.49 0.087
C 2.46 1.13 -1.46 -0.786
C 1.72 1.06 -0.13 -0.028
C 0.29 1.63 -0.19 -0.870
C -0.79 0.58 0.09 -0.699
C -2.19 1.17 0.25 -0.598
C -3.14 0.23 1.01 -0.610
C -4.63 0.59 0.86 -1.300
C -5.57 -0.61 0.63 0.601
C -6.58 -0.78 1.77 -0.823
C -7.47 -2.03 1.69 -0.570
C -8.75 -1.92 0.84 -1.541
P -8.75 -1.73 -1.09 0.985
C -8.44 0.08 -1.06 -0.645
C -9.67 0.90 -1.50 -1.425
C -7.45 -3.02 -1.36 -0.568
C -7.88 -4.43 -0.87 -0.519
C -6.80 -5.20 -0.10 -1.271
C -9.09 -1.64 -3.00 -1.495
O -7.94 -1.07 -3.69 -0.169
C -7.98 -1.27 -5.05 0.624
C -7.14 -2.42 -5.52 -1.005
O -8.62 -0.56 -5.77 -0.550
H 9.53 -5.56 1.68 0.393
H 9.63 -5.96 -0.02 0.324
H 8.05 -5.66 0.71 0.327
H 10.23 -3.67 -0.05 0.388
H 9.13 -3.24 1.24 0.184
H 7.99 -4.21 -1.40 0.299
H 7.25 -3.19 -0.19 0.204
H 9.62 -2.39 -1.94 0.453
H 8.82 -1.34 -0.79 0.115
H 8.17 -1.00 -3.22 0.344
H 7.43 -2.59 -3.20 0.469
H 6.10 -1.66 -1.11 0.039
H 6.54 -0.08 -1.77 0.279
H 4.55 -2.05 -2.71 0.342
H 5.51 -1.35 -4.01 0.445
H 4.96 0.93 -3.16 0.397
H 3.53 0.06 -3.64 0.444
H 4.51 0.83 -0.89 -0.204
H 3.58 -0.67 -1.01 0.398
H 1.80 0.78 -2.26 0.489
H 2.71 2.17 -1.69 0.239
H 1.68 0.02 0.20 0.460
H 2.29 1.62 0.62 -0.353
H 0.17 2.46 0.50 0.453
H 0.13 2.04 -1.19 0.309
H -0.52 0.03 1.00 0.396
H -0.80 -0.13 -0.74 0.239
H -2.12 2.13 0.77 0.255
H -2.62 1.37 -0.74 0.481
H -2.86 0.27 2.06 0.182
H -2.96 -0.79 0.66 0.416
H -4.74 1.32 0.05 0.500
H -4.95 1.12 1.76 0.463
H -6.08 -0.47 -0.32 -0.563
H -4.97 -1.52 0.56 0.358
H -6.00 -0.85 2.70 0.511
H -7.19 0.12 1.87 0.298
H -6.85 -2.88 1.38 0.091
H -7.79 -2.25 2.71 0.370
H -9.33 -1.07 1.21 0.604
H -9.37 -2.79 1.06 0.629
H -10.11 -2.17 -1.04 -0.200
H -8.15 0.40 -0.06 0.480
H -7.61 0.32 -1.72 0.462
H -9.64 1.09 -2.58 0.306
H -10.61 0.39 -1.29 0.358
H -9.67 1.87 -1.00 0.405
H -6.52 -2.72 -0.87 0.095
H -7.22 -3.07 -2.42 0.600
H -8.16 -5.00 -1.75 0.561
H -8.79 -4.37 -0.27 0.303
H -5.84 -4.68 -0.12 0.316
H -6.64 -6.19 -0.53 0.348
H -7.08 -5.37 0.94 0.283
H -9.27 -2.66 -3.37 0.622
H -9.98 -1.05 -3.24 0.523
H -6.21 -2.47 -4.95 0.323
H -7.69 -3.35 -5.33 0.257
H -6.96 -2.34 -6.59 0.331
C 3.75 8.81 4.57 -0.858
N 4.16 7.46 4.11 -0.020
C 5.40 7.03 4.38 -0.360
C 5.82 5.78 3.98 -0.693
C 4.93 4.94 3.31 0.640
C 3.65 5.41 3.04 -0.815
C 3.29 6.68 3.45 -0.132
C 5.34 3.58 2.88 0.688
C 4.60 2.47 3.26 -0.622
C 4.99 1.21 2.84 -0.164
N 6.07 1.05 2.06 0.125
C 6.81 2.11 1.69 -0.203
C 6.47 3.38 2.09 -0.776
C 6.44 -0.29 1.56 -1.020
H 4.44 9.54 4.15 0.381
H 3.79 8.83 5.65 0.377
H 2.75 9.01 4.22 0.274
H 6.05 7.71 4.91 0.493
H 6.82 5.46 4.22 0.538
H 2.93 4.81 2.50 0.628
H 2.31 7.09 3.26 0.406
H 3.72 2.56 3.89 0.575
H 4.44 0.32 3.10 0.437
H 7.66 1.90 1.06 0.511
H 7.08 4.21 1.76 0.547
H 7.47 -0.51 1.86 0.477
H 6.35 -0.28 0.48 0.227
H 5.76 -1.03 1.98 0.233
```

Calculated values
- Orbital gap: 2.14 eV
- Charge: +2
- Relative energy (zero: lowest compared OMol25 entry of this formula, charge and spin): 0.0 kJ/mol
- HOMO level: -0.361 Ha
- Strongest force on any atom: 0.42 eV Å⁻¹